The following is a DFT calculation (wB97M-V/def2-TZVPD) of 2 unconnected molecules or ions with the total composition C4H14N2 in a non-equilibrium geometry.

```
20
Properties=species:S:1:pos:R:3:forces:R:3:lowdin_spin:R:1
N 0.043298 1.559177 2.932789 -0.904 -0.284 -0.233 0.0001
N -0.977669 -2.017699 -1.818042 -0.012 1.392 1.919 0.6908
C 1.056671 2.626912 0.970449 -0.916 0.210 0.161 0.0000
C 0.205344 1.469595 1.465111 0.408 -0.440 0.651 0.0002
C -0.211936 -1.003643 -2.484231 1.285 -1.110 -1.131 0.0835
C -0.336721 -2.907078 -0.874629 -0.318 -0.220 -0.208 0.0870
H 1.966445 2.691791 1.564373 0.167 -0.157 -0.337 0.0000
H -0.398065 0.695647 3.245170 0.406 -0.141 0.106 0.0000
H 0.804991 -1.389243 -2.556933 0.137 0.223 0.247 0.0006
H -0.493665 -0.899637 -3.532802 -0.637 0.264 0.046 0.0259
H 0.506430 3.554344 1.156832 0.079 0.024 -0.076 0.0000
H -0.717949 2.210221 3.126590 0.399 0.384 -0.015 0.0000
H -1.884958 -1.706479 -1.464328 -0.348 -0.253 -0.723 0.0131
H 0.189862 -3.694739 -1.410982 0.267 -0.024 0.005 0.0254
H -0.211164 -0.035508 -1.977806 -0.431 -0.057 0.172 0.0352
H 1.209573 2.562127 -0.107807 0.377 0.027 0.083 0.0000
H 0.364574 -2.308093 -0.281372 0.215 -0.017 -0.192 0.0383
H 0.725468 0.517445 1.276602 -0.016 0.151 -0.044 0.0002
H -1.071482 -3.327772 -0.199240 -0.141 -0.167 -0.106 -0.0006
H -0.769047 1.402633 0.970255 -0.017 0.194 -0.326 0.0000
```
Forces are in eV/Å.

Results
* energy relative to the best compared isomer or geometry (same formula, charge and spin): 50.92 kJ/mol
* LUMO level (spin up / spin down): -3.57 / -8.40 eV
* charge: +1
* <S²>: 0.754
* E: -269.95916 hartree
* highest occupied orbital energy (spin up / spin down): -12.21 / -12.21 eV
* multiplicity: 2
* Kohn-Sham gap (spin up / spin down): 8.64 / 3.80 eV